Record 1
Here is a molecular structure, C6H13I from the OMol25 dataset. Energies are from ωB97M-V with the def2-TZVPD basis set.

E_LUMO   0.605 eV
E_HOMO   -9.01 eV
DFT total energy   -533.9799 a.u.
Multiplicity   1
Frontier orbital gap   9.6 eV
Energy above the lowest of the compared OMol25 structures with the same formula, charge and spin   55.5 kcal/mol

Each line ends with the natural charge from an NBO analysis.
Atoms and positions in Å:
C: 2.859 1.087 0.004  -0.602
C: 1.366 -1.187 -0.098  -0.616
C: -2.111 -0.430 -0.453  -0.699
C: -1.216 1.937 -0.352  -0.434
C: 1.566 0.254 -0.476  -0.394
C: -1.674 0.833 0.209  -0.066
I: -1.356 0.825 2.321  0.068
H: 3.079 0.499 0.842  0.198
H: 2.667 2.098 0.329  0.200
H: 3.738 1.153 -0.669  0.196
H: 1.921 -1.796 -0.910  0.210
H: 0.284 -1.508 0.104  0.211
H: 1.753 -1.237 0.860  0.206
H: -1.975 -1.390 -0.023  0.241
H: -1.538 -0.444 -1.387  0.235
H: -3.216 -0.474 -0.653  0.235
H: -0.891 2.737 0.179  0.214
H: 1.524 0.450 -1.394  0.178
H: -1.608 2.023 -1.431  0.208
H: 0.993 0.931 0.034  0.209

---

Record 2
Here is a molecular structure, C6H13MgO5Pb from the OMol25 dataset. Energies are from ωB97M-V with the def2-TZVPD basis set.

Charge   +2
E_LUMO (alpha / beta)   -8.029 / -8.846 eV
E_HOMO (alpha / beta)   -14.34 / -18.18 eV
DFT total energy   -1004.9434 a.u.
Multiplicity   2
Expectation value of S²   0.754
Frontier orbital gap (alpha / beta)   6.3 / 9.3 eV
Energy above the lowest of the compared OMol25 structures with the same formula, charge and spin   0.0 kcal/mol

Each line ends with the natural charge from an NBO analysis.
Atoms and positions in Å:
O: 0.520 -0.648 -0.750  -0.701
C: 1.920 -0.831 -0.925  -0.114
C: 2.658 -0.601 0.381  -0.114
O: 1.970 -1.324 1.410  -0.687
C: 2.653 -1.331 2.664  -0.265
Mg: -0.044 -1.281 1.157  1.587
H: 2.312 -0.149 -1.693  0.231
H: 2.068 -1.863 -1.270  0.233
H: 2.679 0.464 0.658  0.196
H: 3.690 -0.970 0.304  0.238
H: 1.944 -1.671 3.425  0.204
H: 3.502 -2.026 2.611  0.227
H: 3.007 -0.318 2.902  0.211
O: -0.580 0.710 0.768  -1.018
C: -0.075 0.827 -0.455  0.659
O: -0.954 1.081 -1.472  -0.508
C: -2.091 1.846 -1.185  0.197
O: -3.077 1.070 -0.526  -0.649
C: -3.849 0.216 -1.392  -0.282
Pb: -2.577 0.403 1.370  1.055
H: 0.800 1.492 -0.511  0.173
H: -2.494 2.187 -2.145  0.238
H: -1.839 2.702 -0.548  0.207
H: -4.520 -0.370 -0.756  0.220
H: -4.441 0.839 -2.072  0.241
H: -3.181 -0.455 -1.948  0.221